Entry 1:
Computed, not measured: a structure of composition C24H56AlFeN8O12P, with ωB97M-V/def2-TZVPD.

```
! RIJCOSX wB97M-V def2-TZVPD def2/J DEFGRID3
* xyz 2 9
Fe -25.4701 -18.5815 -10.5362
Al -21.3216 -18.3405 -13.2944
P -23.5638 -17.3962 -10.9542
O -23.6733 -18.3114 -9.6937
O -23.9834 -18.5787 -11.9641
O -22.2856 -16.7961 -11.4226
O -24.9771 -16.7142 -11.0292
C -24.4754 -19.4752 -14.6897
O -23.6033 -18.6149 -14.7798
N -24.7953 -20.3138 -15.6632
C -25.8826 -21.2598 -15.5396
C -23.9982 -20.4554 -16.8621
H -25.1575 -19.5394 -13.8288
H -25.5279 -22.2189 -15.1560
H -26.3181 -21.4441 -16.5193
H -26.6734 -20.8682 -14.9015
H -23.5697 -21.4586 -16.9255
H -24.5969 -20.2831 -17.7566
H -23.1727 -19.7507 -16.8738
C -27.8580 -19.1800 -12.6097
O -27.0311 -19.0086 -11.6841
N -27.9713 -18.3827 -13.6437
C -28.9243 -18.6602 -14.7241
C -27.0282 -17.2877 -13.8862
H -28.6194 -19.9588 -12.5366
H -29.3855 -19.6271 -14.5235
H -28.4157 -18.7899 -15.6756
H -29.6560 -17.8593 -14.6929
H -26.4988 -17.4617 -14.8264
H -27.5986 -16.3705 -14.0625
H -26.3110 -17.1078 -13.0936
C -21.5571 -14.2874 -9.8272
O -21.0129 -14.2176 -8.7719
N -21.2048 -13.4149 -10.8742
C -21.8082 -13.5855 -12.1659
C -20.1802 -12.4011 -10.7737
H -22.3598 -14.9588 -10.1278
H -21.0884 -13.9904 -12.8850
H -22.1354 -12.6079 -12.5379
H -22.6907 -14.2202 -12.1248
H -19.4372 -12.5716 -11.5533
H -20.6321 -11.4106 -10.8169
H -19.6779 -12.5575 -9.8200
C -25.8596 -13.8920 -12.3478
O -25.2974 -13.5993 -13.3860
N -27.0347 -13.4365 -11.9257
C -27.5856 -13.8766 -10.6661
C -27.7695 -12.5359 -12.7781
H -25.4322 -14.6803 -11.7119
H -27.5510 -13.0859 -9.9201
H -26.9897 -14.7094 -10.2945
H -28.5891 -14.2983 -10.7492
H -28.8184 -12.4281 -12.5154
H -27.3151 -11.5456 -12.8185
H -27.7618 -12.9322 -13.7965
C -25.2843 -15.4848 -7.8563
O -26.2323 -14.7389 -7.9812
N -24.6089 -15.6825 -6.7043
C -25.0923 -15.1500 -5.4454
C -23.3324 -16.3522 -6.7210
H -24.9294 -16.1182 -8.6973
H -26.1766 -15.1178 -5.4762
H -24.6330 -14.1929 -5.1963
H -24.8221 -15.8371 -4.6396
H -22.5837 -15.8618 -6.0953
H -23.4050 -17.4008 -6.4286
H -22.9235 -16.3076 -7.7336
C -20.3479 -18.6690 -9.6970
O -20.2346 -19.1462 -10.8221
N -19.4559 -18.8212 -8.7324
C -19.5845 -18.0053 -7.5384
C -18.1868 -19.4670 -8.9593
H -21.2332 -18.1331 -9.3462
H -19.0296 -18.5111 -6.7487
H -20.6191 -17.8819 -7.2187
H -19.1880 -16.9890 -7.6449
H -18.1629 -19.7507 -10.0073
H -17.3964 -18.7240 -8.8333
H -18.0403 -20.2974 -8.2759
C -20.6556 -21.4368 -6.5928
O -19.9639 -21.7761 -5.6533
N -21.6221 -20.4852 -6.5749
C -22.0067 -19.8558 -5.3425
C -22.4780 -20.2528 -7.7145
H -20.4150 -21.8474 -7.5939
H -22.0467 -18.7756 -5.4993
H -21.2894 -20.0270 -4.5488
H -23.0014 -20.1982 -5.0485
H -23.5158 -20.5623 -7.5633
H -22.5186 -19.1628 -7.7861
H -22.0569 -20.5817 -8.6607
C -24.4169 -21.3550 -10.8910
O -25.2214 -20.5925 -10.3212
N -23.9454 -22.4455 -10.3451
C -22.8109 -23.1184 -10.9456
C -24.4854 -23.0084 -9.1260
H -23.9393 -21.0996 -11.8386
H -22.6701 -22.7765 -11.9713
H -22.9649 -24.1958 -11.0068
H -21.8769 -22.9338 -10.4126
H -23.6734 -23.1741 -8.4229
H -25.2773 -22.3625 -8.7629
H -24.9661 -23.9661 -9.3365
*
```

Properties
Expectation value of S²   20.029

These are the Löwdin partial charges, in e, on atoms 1 to 8: number 1, Fe, carries 1.11; number 2, Al, carries 0.87; number 3, P, carries 0.08; number 4, O, carries -0.35; number 5, O, carries -0.39; number 6, O, carries -0.38; number 7, O, carries -0.37; number 8, C, carries -0.35

Entry 2:
Computed, not measured: a structure of composition C10H27BF3NO5V, with ωB97M-V/def2-TZVPD.

```
! RIJCOSX wB97M-V def2-TZVPD def2/J DEFGRID3
* xyz 0 4
V -1.1853 -0.3835 0.0296
C 1.3918 1.7407 0.3217
O 2.0642 2.3184 -0.7807
O 0.5095 0.8677 -0.1235
C 2.4194 1.1047 1.3084
F 1.8315 0.2259 2.1619
F 3.4152 0.4303 0.7139
F 3.0018 2.0177 2.1210
C 3.0523 3.3118 -0.5483
C 3.7314 3.6080 -1.8668
H 3.9367 4.6809 -1.9576
H 4.6601 3.0568 -1.9887
H 3.0545 3.4203 -2.7005
H 3.8033 2.9763 0.1626
H 2.5616 4.2278 -0.1979
H 0.9159 2.5380 0.9513
B -2.1349 0.8594 -1.8271
H -1.7240 1.6368 -1.0125
H -2.9149 1.2716 -2.6549
H -1.1095 0.4821 -2.3812
H -2.6262 -0.0982 -1.3005
C -3.5032 1.2991 1.1627
C -4.1296 -0.0804 1.3327
O -3.3422 -1.0507 0.6258
O -2.1045 1.2501 1.5005
H -4.0188 1.9407 1.8896
H -3.6677 1.7381 0.1858
H -5.1324 -0.0693 0.8972
H -4.1923 -0.2986 2.4033
H -3.7967 -1.8947 0.6954
H -2.0838 1.3563 2.4560
C 1.7169 -3.2371 1.5225
C 0.8910 -2.2798 0.6806
C 0.4718 -2.9004 -0.6223
O -0.4543 -2.0205 -1.2610
C -0.7756 -2.4144 -2.5735
N -0.2568 -1.7139 1.4870
H 2.2584 -2.7482 2.3282
H 2.5158 -3.6419 0.8821
H 1.1402 -4.1084 1.8390
H 1.4727 -1.3836 0.4981
H 0.0805 -3.9149 -0.5002
H 1.3593 -2.8707 -1.2611
H 0.1314 -2.5314 -3.1803
H -1.3840 -1.6295 -3.0121
H -1.2810 -3.3878 -2.5816
H 0.1979 -1.2221 2.2528
H -0.7676 -2.4795 1.9223
*
```

Properties
Expectation value of S²   3.754

These are the Löwdin partial charges, in e, on atoms 1 to 8: number 1, V, carries 0.82; number 2, C, carries -0.47; number 3, O, carries -0.06; number 4, O, carries -0.21; number 5, C, carries -0.53; number 6, F, carries 0.10; number 7, F, carries 0.14; number 8, F, carries 0.11

Entry 3:
Computed, not measured: an isolated molecule of C3H4N2O, with ωB97M-V/def2-TZVPD.

```
! RIJCOSX wB97M-V def2-TZVPD def2/J DEFGRID3
* xyz 0 1
N -0.1376 -1.6163 -0.6837
C 0.2315 -0.3480 -0.3036
C -0.2451 0.3025 0.8559
C 0.0507 1.5942 0.6288
O 0.8084 1.7255 -0.4716
N 0.9297 0.4666 -1.0627
H -0.2582 -2.2514 0.0911
H 0.4004 -1.9914 -1.4475
H -0.9032 -0.0098 1.6474
H -0.8767 2.1282 0.7460
*
```

Properties
SMILES string   Nc1ccon1

These are the Löwdin partial charges, in e, on atoms 1 to 8: number 1, N, carries 0.12; number 2, C, carries -0.44; number 3, C, carries -0.02; number 4, C, carries -0.15; number 5, O, carries -0.05; number 6, N, carries 0.11; number 7, H, carries 0.09; number 8, H, carries 0.09

Entry 4:
Computed, not measured: a cluster of 9 separate species, C49H66F4N10O2P2 in total, with ωB97M-V/def2-TZVPD.

```
! RIJCOSX wB97M-V def2-TZVPD def2/J DEFGRID3
* xyz 0 1
C 4.3990 6.6762 -0.4224
C 3.6384 5.7335 -0.3802
C 2.6780 4.5627 -0.2214
C 2.2478 3.9727 -1.6005
C 0.8843 3.1574 -1.5419
C 1.2247 1.6580 -1.4211
C 1.6796 0.8650 -2.5382
C 1.7718 1.5963 -3.9036
C 0.3262 1.4899 -4.5513
C 0.3487 1.4790 -6.1085
C -1.1450 1.2738 -6.6019
C 1.9924 -0.5188 -2.4103
P 2.5457 -1.4990 -3.8894
N 3.7470 -0.8128 -4.6671
C 1.8663 -1.2221 -1.1457
C 2.1504 -2.7273 -0.9414
C 3.6663 -3.1379 -0.8952
C 4.6672 -1.9995 -0.6346
F 4.4192 -1.2770 0.4713
F 5.9019 -2.6016 -0.4054
F 4.8783 -1.2075 -1.7169
C 1.4087 -0.4326 -0.0512
C 1.0982 0.9619 -0.1758
C 0.5793 1.6853 1.0892
O 0.9425 2.7927 1.4120
C -0.4080 0.8544 1.9225
C -1.5496 1.4628 2.4981
P -1.9449 3.2718 2.3355
C -3.7086 3.5220 2.9323
C -0.8996 4.2959 3.4799
C -1.0902 5.8064 3.0220
C -2.4416 0.5886 3.2239
C -2.1591 -0.7992 3.3250
C -3.2197 -1.6736 4.0985
N -4.6027 -1.2293 3.8918
C -5.1057 -0.4371 5.0323
C -0.9812 -1.4050 2.7663
C -0.6286 -2.8947 2.8992
C 0.4283 -3.0269 4.0769
F 0.5170 -1.8037 4.7690
C -0.1031 -0.5406 2.0474
C 1.1763 -1.0445 1.3489
O 1.9433 -1.8263 1.8651
H 4.9967 7.5619 -0.2253
H 3.2621 3.7881 0.3228
H 1.8388 4.8588 0.4328
H 3.0179 3.2554 -1.9487
H 2.1840 4.7944 -2.3402
H 0.3090 3.5350 -0.6784
H 0.2919 3.3765 -2.4505
H 2.5438 1.1571 -4.5584
H 1.9696 2.6777 -3.7755
H -0.0763 0.4970 -4.2383
H -0.3786 2.2377 -4.1277
H 0.8914 0.5635 -6.4216
H 0.7471 2.4052 -6.5619
H -1.7657 0.9148 -5.7496
H -1.6094 2.2159 -6.9491
H -1.2166 0.4809 -7.3755
H 1.3994 -1.6181 -4.7272
H 2.9692 -2.7686 -3.4158
H 3.3925 -0.6481 -5.6113
H 1.7162 -3.2465 -1.8249
H 1.6033 -3.0778 -0.0497
H 3.9658 -3.6224 -1.8464
H 3.8380 -3.9024 -0.1063
H -4.3030 2.6773 2.5228
H -4.1134 4.5013 2.6306
H -3.7148 3.3775 4.0407
H 0.1837 4.0900 3.4008
H -1.1804 4.2238 4.5533
H -0.2424 6.1484 2.3959
H -1.9923 5.8462 2.3651
H -1.2160 6.4979 3.8764
H -3.3340 1.0379 3.6858
H -2.9478 -1.7992 5.1645
H -3.1442 -2.6837 3.6225
H -4.7284 -0.7696 3.0015
H -5.5603 -1.1507 5.7654
H -4.2345 0.1033 5.4757
H -5.8209 0.3423 4.6941
H -0.2049 -3.3242 1.9697
H -1.4875 -3.5385 3.1682
H 0.1496 -3.7933 4.8283
H 1.4229 -3.3201 3.6824
C 3.1756 -6.3275 3.3965
C 1.9152 -6.1371 2.6598
N 0.9315 -5.9864 2.0838
H 3.8562 -5.5042 3.1832
H 2.9773 -6.3573 4.4668
H 3.6426 -7.2637 3.0944
C -8.5208 -3.4979 2.7119
C -7.3301 -2.7148 3.0954
N -6.3912 -2.1075 3.4027
H -8.2929 -4.1201 1.8465
H -8.8266 -4.1424 3.5355
H -9.3405 -2.8269 2.4581
C 6.1178 -4.5085 -4.2918
C 4.8485 -4.3232 -5.0120
N 3.8609 -4.1675 -5.5783
H 6.7902 -3.6809 -4.5153
H 5.9348 -4.5392 -3.2181
H 6.5856 -5.4424 -4.6006
C 6.9594 1.1336 -6.5985
C 5.6590 0.5237 -6.9112
N 4.6451 0.0412 -7.1510
H 7.7655 0.4674 -6.9051
H 7.0605 2.0814 -7.1255
H 7.0343 1.3123 -5.5265
C -8.9138 -1.9380 -1.2542
C -9.5771 -1.3293 -0.0892
N -10.1002 -0.8432 0.8141
H -9.3360 -2.9231 -1.4476
H -9.0588 -1.3099 -2.1316
H -7.8466 -2.0391 -1.0610
C -2.6865 9.2998 1.5709
C -3.2126 7.9270 1.5171
N -3.6199 6.8530 1.4779
H -1.6062 9.2869 1.4320
H -3.1400 9.9006 0.7841
H -2.9162 9.7459 2.5373
C 9.5859 -2.2756 -3.6381
C 9.4217 -2.0421 -5.0832
N 9.2929 -1.8579 -6.2110
H 9.2947 -3.2959 -3.3925
H 10.6264 -2.1247 -3.3551
H 8.9598 -1.5821 -3.0780
C -8.3951 -3.2994 7.1201
C -7.1738 -2.5802 7.5149
N -6.2205 -2.0162 7.8219
H -8.1920 -3.9198 6.2483
H -8.7319 -3.9339 7.9385
H -9.1811 -2.5865 6.8751
*
```

Properties
SMILES string   C#CCCCc1c(CCCC)c([PH2]=N)c(CCC(F)(F)F)c2c1C(=O)c1c(P(C)CC)cc(CNC)c(CCF)c1C2=O.CC#N.CC#N.CC#N.CC#N.CC#N.CC#N.CC#N.CC#N

These are the Löwdin partial charges, in e, on atoms 1 to 8: number 1, C, carries 0.07; number 2, C, carries -0.14; number 3, C, carries -0.20; number 4, C, carries -0.17; number 5, C, carries -0.11; number 6, C, carries -0.07; number 7, C, carries -0.14; number 8, C, carries -0.14

Number 1: largest force on an atom 0.075 Eh/bohr, energy -4135.9238 a.u.. Number 2: largest force on an atom 0.032 Eh/bohr, energy -2096.5628 a.u.. Number 3: largest force on an atom 0.046 Eh/bohr, energy -301.3759 a.u.. Number 4: largest force on an atom 0.113 Eh/bohr, energy -3686.6302 a.u..